Record 1
10
Properties=species:S:1:pos:R:3:forces:R:3:nbo_charge:R:1 method="wB97M-V/def2-TZVPD" total_charge=0 energy_ev=-7736.306 de_lowest_kcal_mol=102.51 homo_energy_ha=-0.36223 lumo_energy_ev=0.42 mol_weight_g_mol=75.1 gap_ev=10.274 smiles="O=NO.C=C"
O -2.633994 0.830781 -0.050070 0.768 -1.512 -0.060 -0.2778
N -1.680143 0.145678 0.088338 -0.496 1.184 0.307 0.3501
O -1.926449 -1.206155 -0.108791 -0.944 -0.029 -0.237 -0.5539
H -1.081395 -1.658167 0.037818 0.123 0.412 0.038 0.4826
C 1.205409 0.972930 0.052334 0.219 -0.019 -0.047 -0.3453
C 1.228202 -0.340132 -0.043098 0.388 -0.130 -0.053 -0.4222
H 1.235187 1.606326 -0.817915 -0.001 0.104 -0.187 0.1943
H 1.148745 1.465737 1.005679 -0.045 0.128 0.250 0.1940
H 1.210444 -0.973739 0.829161 -0.016 -0.082 0.238 0.1863
H 1.293993 -0.843260 -0.993452 0.005 -0.056 -0.250 0.1919



Record 2
30
Properties=species:S:1:pos:R:3:forces:R:3:nbo_charge:R:1 method="wB97M-V/def2-TZVPD" total_charge=+2 energy_ev=-27032.745 de_lowest_kcal_mol=0.00 homo_energy_ha="-0.54114 / -0.54105" lumo_energy_ev="-9.26 / -9.26" mol_weight_g_mol=204.7 gap_ev="5.467 / 5.462"
C -4.586157 -0.233497 -0.194977 1.478 -0.979 -0.963 0.1489
C 0.321795 0.778172 1.117370 -4.085 0.203 3.361 0.2125
C 1.124444 -0.358976 -0.749849 -1.397 -0.246 -1.336 -0.2382
C 2.550132 1.248072 0.110012 0.365 3.251 3.062 -0.2723
C 2.196561 -1.398780 -0.761712 -1.518 -2.615 0.883 -0.2712
C 3.553432 0.182681 0.337195 -1.198 -0.437 1.402 -0.2400
C -3.927832 -1.260361 -1.114454 -1.904 -1.303 0.064 -0.7039
C -3.816362 0.252400 0.933354 0.378 0.081 -0.083 0.0228
N -5.686970 0.313926 -0.465692 -1.014 0.501 -1.011 -0.3731
N 1.273467 0.669708 0.273362 0.580 -1.353 -1.925 -0.4521
N 0.240459 1.668648 2.137234 3.302 -0.567 -3.301 -0.7850
N 3.482016 -0.705665 -0.811231 3.296 -2.606 -2.578 -0.5356
Cl -2.396979 -0.444043 1.382952 -0.947 1.032 0.190 0.3643
H 1.176888 0.172674 -1.765648 -0.827 -0.855 1.131 0.2109
H 0.218990 -0.939976 -0.468248 0.122 0.934 -0.958 0.2626
H 2.715374 1.969509 0.979947 -0.080 -0.610 -1.230 0.2456
H 2.560274 1.843777 -0.781244 0.520 0.174 -0.782 0.2362
H 2.159719 -1.960892 0.254756 0.454 1.041 -1.476 0.2438
H 2.017784 -2.298112 -1.494361 0.645 2.285 0.733 0.2859
H 4.511114 0.526491 0.428993 2.532 0.995 0.302 0.2487
H 3.190855 -0.230039 1.305764 0.819 -0.633 -0.877 0.2519
H -3.195875 -1.908443 -0.721312 0.564 -0.737 1.329 0.2301
H -4.520131 -1.920895 -1.780254 -0.734 0.543 1.054 0.2887
H -3.386895 -0.810146 -1.864591 1.286 2.109 -1.586 0.2518
H -4.229723 1.169081 1.389548 0.637 -0.548 0.411 0.2567
H -5.986706 1.208335 -0.058733 0.259 -0.579 0.629 0.3806
H -0.490673 1.707088 2.781290 -1.134 -0.115 0.795 0.4164
H 0.987546 2.351883 2.188700 -0.329 0.361 0.730 0.3747
H 4.167551 -1.551499 -0.969435 -0.637 2.273 1.205 0.4770
H 3.775904 -0.041124 -1.618726 -1.433 -1.603 0.826 0.4611



Record 3
91
Properties=species:S:1:pos:R:3:forces:R:3:mulliken_charge:R:1 method="wB97M-V/def2-TZVPD" total_charge=0 energy_ev=-54921.162 de_lowest_kcal_mol=0.00 homo_energy_ha=-0.30801 lumo_energy_ev=-1.01 mol_weight_g_mol=565.0 gap_ev=7.375
Zr 0.693794 2.480726 0.675264 -2.785 -1.996 3.397 -0.4569
K -0.683122 -0.668356 -2.422661 -0.077 -0.120 0.450 0.5832
B -0.515287 2.558302 -1.435196 -1.628 0.171 -2.080 -0.2371
H -0.651625 2.942505 -2.564108 0.563 0.461 0.111 -0.1674
H 0.489946 2.071452 -1.192736 1.993 -0.742 -0.967 -0.0239
H -0.773121 3.318503 -0.585699 -0.116 1.402 0.985 0.1609
H -1.318153 1.709570 -1.317447 -0.524 -0.530 0.293 -0.2202
B 0.977922 2.909444 2.974252 0.720 0.342 1.777 -0.2673
H 1.966892 2.711184 2.420351 1.513 -0.279 -0.319 0.1586
H 0.241045 2.023143 2.789754 -0.866 -1.098 -0.647 0.1820
H 1.132121 3.107411 4.138858 0.033 0.085 -0.078 -0.1249
H 0.530228 3.816917 2.414721 -0.992 1.755 -1.135 0.0020
B 2.731457 1.586507 0.379643 2.926 -0.856 -1.050 1.1315
H 2.382831 1.188672 1.406391 -0.343 -0.430 0.851 -0.0776
H 3.797501 1.193915 0.013689 -0.117 0.107 0.090 -0.4965
H 1.959247 1.328533 -0.435749 -0.631 -0.358 -1.245 -0.4472
H 2.731692 2.752404 0.480158 0.237 1.930 -0.090 0.3149
B -2.268769 3.198951 1.592546 -1.860 0.455 -0.661 0.8882
H -2.871220 2.161051 1.478780 0.286 -0.167 0.109 -0.3049
H -2.574504 3.881678 0.630570 0.233 0.114 -0.021 -0.2813
H -2.539794 3.793919 2.609068 0.565 -0.108 0.234 -0.2184
H -1.078300 2.942174 1.497286 0.922 -0.048 -0.118 -0.3941
B -0.171731 0.131094 0.700490 0.080 -0.608 0.552 1.1126
H -0.825091 -0.864731 0.727420 -0.235 0.069 0.033 -0.4186
H 0.656118 0.172318 1.526490 0.586 -0.187 0.936 0.1045
H 0.377151 0.287481 -0.287026 0.965 -0.374 -1.724 -0.6578
H -0.821612 1.095494 0.766124 -1.416 1.045 0.470 0.2820
C 2.488382 -1.711326 -1.535366 0.045 -0.746 0.827 -0.2224
O 1.965306 -1.142957 -2.717917 -0.405 0.502 -0.025 -0.2508
C 2.598617 0.007469 -3.260758 -0.477 -0.344 0.210 0.0903
C 1.934646 0.332004 -4.579790 0.215 0.291 -0.688 -0.9346
O 0.511833 0.396214 -4.509042 0.762 -0.046 0.097 -0.0809
C -0.069608 0.653595 -5.780115 -0.556 -0.348 0.594 -0.9479
H 3.117580 -2.560097 -1.816337 -0.077 -0.090 0.183 0.5398
H 1.652159 -2.032918 -0.906063 -0.119 -0.395 -0.380 0.0654
H 3.052455 -1.117009 -0.804515 0.045 0.764 -0.845 -0.2765
H 3.648892 -0.222771 -3.463455 0.100 0.322 0.091 0.3576
H 2.488498 0.841998 -2.562399 0.247 0.030 0.000 -0.1118
H 2.254565 -0.376959 -5.355764 -0.241 -0.238 0.160 0.3986
H 2.297601 1.308124 -4.929107 0.095 0.004 0.172 0.4398
H -0.145754 -0.280055 -6.345298 0.144 0.084 -0.196 0.3217
H 0.461820 1.411291 -6.354212 0.083 0.063 0.074 0.3367
H -1.075315 0.994190 -5.537245 -0.044 0.155 -0.353 0.2603
C -2.367059 -3.300993 0.092713 -0.626 0.006 -0.010 -0.4721
O -1.080762 -3.666599 -0.350197 -0.315 0.080 0.065 -0.1878
C -1.130798 -4.803420 -1.195405 0.883 0.801 0.219 -0.7552
C -1.594132 -4.485448 -2.600877 -0.253 -1.732 -0.068 -0.4951
O -0.783864 -3.511309 -3.189921 -0.267 0.649 0.536 -0.1038
C -1.110228 -3.152954 -4.512522 0.083 0.347 0.172 -0.8800
H -2.861609 -4.107323 0.650986 0.157 -0.087 -0.074 0.3859
H -3.031306 -3.038176 -0.745215 0.079 0.011 0.066 0.2568
H -2.314571 -2.443885 0.752712 0.305 0.110 0.015 -0.1711
H -1.744390 -5.583322 -0.736056 -0.079 -0.103 -0.195 0.4031
H -0.091192 -5.133505 -1.241694 -0.076 -0.200 -0.051 0.3396
H -2.675778 -4.295682 -2.617885 0.141 0.544 -0.203 0.4008
H -1.453659 -5.443541 -3.134545 -0.193 0.155 -0.146 0.3335
H -2.128930 -2.758037 -4.634825 -0.101 -0.296 0.219 0.3403
H -0.959792 -3.988749 -5.198754 0.070 0.102 -0.125 0.3471
H -0.437896 -2.317336 -4.708319 0.181 -0.199 -0.552 0.2244
C -3.827173 -0.318919 2.068035 -0.559 -0.788 1.055 -0.6650
O -4.854612 0.628820 2.130717 -0.278 0.040 -0.523 -0.3339
C -5.321940 0.811449 3.449373 1.060 0.226 -0.337 -0.4365
C -6.248512 1.999987 3.478697 -0.915 -0.672 0.168 -0.6860
O -5.627454 3.174266 3.057959 -0.002 0.159 -0.239 -0.2401
C -5.697277 4.231041 3.974549 0.163 -0.014 0.646 -0.8506
H -4.245950 -1.305030 2.358477 0.121 -0.019 -0.291 0.4191
H -3.064005 -0.127699 2.835267 0.254 0.268 -0.404 0.3271
H -3.405707 -0.388273 1.070757 0.016 0.336 -0.021 0.1003
H -4.419995 1.011573 4.051293 -0.319 -0.022 0.328 0.3243
H -5.815136 -0.107528 3.798418 -0.094 0.128 0.168 0.3416
H -6.682605 2.084047 4.485310 0.267 0.102 0.070 0.4741
H -7.115517 1.758622 2.842205 0.189 0.217 -0.178 0.2684
H -5.204158 3.962483 4.921635 0.018 0.023 -0.087 0.3568
H -6.726669 4.517815 4.230674 -0.029 -0.019 -0.233 0.3619
H -5.168219 5.085055 3.560201 -0.035 -0.035 -0.149 0.2281
C 5.935091 -0.756401 -0.836253 -0.060 0.398 -0.043 -0.3244
O 6.446575 -1.571677 0.184911 0.203 0.027 0.104 -0.4580
C 5.554885 -1.868530 1.242962 -0.047 -0.027 -0.258 -0.2775
C 5.234927 -0.654471 2.108267 0.362 0.166 -0.447 0.4551
O 4.593568 -1.059782 3.285591 -0.072 -0.125 0.230 -0.4665
C 3.211293 -0.786488 3.307306 0.053 0.722 0.528 -0.3704
H 5.505407 0.188642 -0.475891 -0.023 -0.244 0.098 0.0687
H 5.172342 -1.281213 -1.426986 0.180 0.040 -0.001 0.0563
H 6.773359 -0.462811 -1.466089 0.010 -0.250 -0.143 0.4042
H 6.051761 -2.644576 1.820917 -0.058 0.047 0.181 0.3028
H 4.613781 -2.286770 0.850767 0.054 -0.051 0.013 0.1159
H 4.627675 0.037005 1.514373 -0.041 0.005 0.340 -0.5361
H 6.156678 -0.124714 2.366635 0.057 -0.118 0.009 0.3578
H 2.794797 -1.301204 4.170528 -0.181 -0.536 -0.376 0.3370
H 2.757839 -1.013857 2.340681 -0.343 -0.306 0.199 0.0540
H 3.003651 0.268378 3.544712 0.213 0.096 -0.346 0.2138



Record 4
17
Properties=species:S:1:pos:R:3:forces:R:3:nbo_charge:R:1 method="wB97M-V/def2-TZVPD" total_charge=+1 energy_ev=-7864.289 de_lowest_kcal_mol=47.49 homo_energy_ha=-0.55678 lumo_energy_ev=-4.83 mol_weight_g_mol=96.2 gap_ev=10.323 smiles="C=[N+]1[C@@H]2C[C@@H]2[C@@H]1C"
C 1.214810 -1.830209 -0.118689 -1.881 3.221 0.866 0.1009
N 0.292995 -0.996762 0.175843 -0.664 -1.098 1.672 -0.1940
C -1.172410 -1.032917 0.263067 -0.161 1.614 -1.090 -0.0811
C -1.631729 0.085967 -0.661667 -1.381 -0.844 -0.425 -0.4104
C -1.271819 0.392165 0.759457 1.215 0.743 0.129 -0.2177
C 0.330444 0.362040 0.756268 -1.137 1.379 -0.899 -0.0450
C 0.991213 1.342328 -0.156614 0.025 0.703 -0.617 -0.6329
H 2.172130 -1.451577 0.061068 1.689 -0.164 -0.092 0.2272
H 0.880444 -2.672943 -0.579229 -0.177 -2.779 -0.979 0.2271
H -1.811010 -1.810689 0.502508 -0.409 -1.960 0.351 0.2599
H -2.705441 0.036061 -0.941844 0.793 0.064 0.573 0.2670
H -1.023590 0.188612 -1.557627 0.034 0.662 0.424 0.2348
H -1.981645 0.910643 1.504811 1.473 -1.219 -1.254 0.2915
H 0.829020 0.453047 1.685735 0.071 -0.668 1.297 0.2515
H 0.724680 1.099779 -1.211033 -0.444 0.994 0.707 0.2206
H 2.082126 1.123131 -0.233279 -0.470 0.955 0.811 0.2325
H 0.612222 2.365334 0.279847 1.423 -1.602 -1.474 0.2680